124
Properties=species:S:1:pos:R:3:forces:R:3:lowdin_charge:R:1 method="wB97M-V/def2-TZVPD" gap_ev="6.726 / 5.798" multiplicity=6 energy_ha=-5374.823759
Cr -1.192 2.715 1.531 0.14 0.69 -1.58 0.918
Cu 0.731 0.263 -0.013 -0.65 0.44 1.87 0.809
C 1.866 4.709 1.379 0.74 0.53 -0.30 -0.082
C 2.044 3.332 0.821 -1.03 -2.69 -0.11 -0.387
O 0.893 2.461 0.904 0.09 0.13 0.28 -0.400
H 2.793 5.275 1.284 0.26 0.16 -0.88 0.068
H 1.829 4.798 2.465 -1.09 -0.53 0.08 0.062
H 1.071 5.199 0.819 -0.18 0.27 0.57 0.080
H 2.869 2.798 1.293 0.44 0.06 0.56 0.087
H 2.317 3.257 -0.232 0.19 1.03 -0.42 0.079
C 2.422 -0.430 3.646 -1.87 -0.07 1.59 -0.069
C 1.944 -1.394 2.604 -0.25 -0.05 -2.26 -0.368
O 0.839 -0.949 1.810 0.26 1.06 -0.53 -0.306
H 2.763 0.560 3.342 0.73 -0.46 -0.48 0.084
H 2.954 -0.947 4.445 0.87 0.24 -0.32 0.082
H 1.531 -0.147 4.208 -0.40 0.03 0.18 0.037
H 1.617 -2.390 2.902 -0.04 -0.03 1.29 0.095
H 2.819 -1.709 2.035 0.29 0.31 -0.88 0.084
C -2.950 0.938 -1.751 0.15 1.20 0.68 -0.074
C -2.526 0.314 -0.424 -0.94 -0.92 0.61 -0.396
O -1.473 0.848 0.324 1.14 0.77 -0.42 -0.335
H -2.025 1.161 -2.283 -0.30 -0.32 -0.79 0.053
H -3.484 1.884 -1.668 0.45 0.57 0.70 0.065
H -3.770 0.405 -2.232 0.71 -0.93 -0.47 0.077
H -2.372 -0.753 -0.586 0.65 -0.35 -0.43 0.097
H -3.433 0.223 0.174 -0.31 0.58 0.53 0.083
C -3.175 5.546 -1.344 0.64 -0.03 -0.60 -0.100
C -1.862 4.896 -0.837 -1.68 -0.84 0.51 -0.466
O -1.965 4.541 0.497 0.94 -1.57 1.11 -0.368
H -3.385 6.488 -0.837 -0.11 -0.06 -0.02 0.064
H -4.053 4.900 -1.365 0.09 -0.26 0.85 0.060
H -3.063 5.706 -2.416 0.25 0.63 -0.31 0.041
H -1.017 5.543 -1.071 0.32 0.48 0.11 0.078
H -1.744 4.013 -1.465 0.32 -0.48 -0.39 0.076
C -5.185 -1.043 2.187 0.60 -0.07 1.37 -0.195
C -5.432 -2.519 2.710 0.94 0.69 -3.13 -0.217
O -6.770 -2.764 2.293 -1.17 0.00 1.53 -0.083
O -4.253 -0.217 2.890 -0.12 -0.51 0.39 -0.083
H -6.114 -0.494 2.338 -0.18 -0.31 -0.56 0.118
H -4.832 -1.084 1.157 -0.64 -0.12 -0.19 0.103
H -5.048 -2.797 3.692 -0.84 0.44 0.44 0.106
H -4.967 -3.186 1.984 1.40 0.01 0.38 0.099
H -7.074 -3.537 2.774 -0.27 -0.11 -0.13 0.080
H -3.362 -0.519 2.700 0.45 -0.06 -0.11 0.042
C 2.446 1.163 -2.706 -0.29 -1.95 0.52 -0.176
C 3.476 0.854 -1.565 0.74 2.39 -0.72 -0.208
O 3.050 0.159 -0.430 -1.79 -0.31 -0.54 -0.080
O 1.134 1.354 -2.182 0.59 -0.12 1.22 -0.079
H 2.438 0.253 -3.307 -0.17 -0.17 -0.26 0.090
H 2.732 1.941 -3.413 0.33 0.42 0.60 0.115
H 3.876 1.798 -1.194 -0.13 0.49 -0.10 0.110
H 4.360 0.395 -2.007 -0.16 -0.49 -0.35 0.120
H 3.850 -0.085 0.043 0.10 -0.62 0.41 0.073
H 0.501 1.605 -2.858 0.04 0.23 -0.33 0.064
C -1.384 -5.984 0.149 0.17 1.72 3.51 -0.126
C -1.129 -4.465 0.452 -1.23 0.11 -2.42 -0.234
O -2.381 -3.910 0.806 -0.48 -0.04 0.45 -0.084
O -0.868 -6.486 1.460 0.54 -1.77 -1.52 -0.117
H -0.983 -6.409 -0.771 1.01 -0.19 0.66 0.105
H -2.454 -6.182 0.082 -0.09 0.33 0.12 0.108
H -0.823 -3.955 -0.461 0.41 0.20 -0.12 0.085
H -0.431 -4.227 1.254 0.39 -0.73 -0.28 0.112
H -2.200 -3.279 1.507 -0.15 0.56 0.16 0.037
H -1.504 -6.442 2.178 -0.52 0.11 -0.51 0.065
C -1.557 -3.937 4.347 -0.76 0.52 -1.32 -0.216
C -1.920 -2.421 4.229 0.64 -0.78 1.08 -0.215
O -1.593 -1.862 3.003 -0.99 -0.23 -1.50 -0.074
O -0.187 -4.162 4.659 -0.51 0.19 0.64 -0.051
H -1.651 -4.471 3.401 -0.53 0.68 -0.79 0.087
H -2.356 -4.475 4.856 0.76 -0.02 1.46 0.118
H -1.361 -1.826 4.951 0.05 -0.46 0.76 0.125
H -2.969 -2.240 4.461 -0.13 -0.12 -0.36 0.101
H -0.667 -1.620 2.932 0.58 0.22 -0.46 0.043
H 0.192 -3.938 3.806 0.76 -0.17 0.12 0.058
C 7.314 -1.791 0.991 0.78 -0.35 1.28 -0.240
C 5.969 -2.413 0.794 -2.46 -0.26 -0.71 -0.201
O 5.124 -1.575 -0.020 0.38 0.50 0.16 -0.102
O 7.764 -1.099 -0.168 0.06 -0.53 0.35 -0.044
H 7.989 -2.569 1.348 0.49 -0.44 -0.99 0.119
H 7.404 -1.200 1.903 -0.75 0.87 -0.21 0.122
H 5.342 -2.614 1.662 0.67 0.20 0.56 0.121
H 5.889 -3.337 0.222 1.17 -0.47 0.25 0.126
H 5.659 -1.570 -0.817 -0.28 0.53 -0.59 0.079
H 7.642 -0.161 -0.005 -0.01 0.02 -0.05 0.094
C -0.458 1.724 4.516 0.36 0.20 -2.66 -0.148
C 0.115 3.150 4.275 -1.38 -0.28 0.73 -0.168
O -0.777 4.080 3.532 1.39 -1.76 0.40 -0.083
O -0.692 1.124 3.189 -0.74 1.65 0.80 -0.139
H -1.438 1.597 4.978 0.25 0.63 0.55 0.128
H 0.346 1.238 5.069 -0.26 -0.43 0.06 0.105
H 1.077 3.071 3.768 -0.40 0.03 -0.48 0.109
H 0.344 3.489 5.285 -0.16 0.74 0.03 0.118
H -1.423 4.431 4.149 -0.20 0.01 -0.02 0.102
H -0.170 0.356 2.944 0.83 -0.49 -0.43 0.028
C 0.986 4.309 -3.815 0.14 0.53 3.29 -0.249
C 0.248 5.675 -3.885 -0.06 -1.95 -2.32 -0.183
O 0.106 5.972 -5.291 0.40 0.91 0.12 -0.086
O 0.521 3.146 -4.458 -0.64 0.08 -0.35 -0.066
H 0.866 4.137 -2.745 -0.40 -0.71 0.42 0.102
H 2.075 4.311 -3.774 0.26 0.74 -1.12 0.118
H 0.821 6.395 -3.300 0.00 0.23 -0.47 0.126
H -0.781 5.631 -3.529 0.25 -0.30 0.73 0.101
H -0.687 5.507 -5.567 -0.02 0.10 -0.08 0.075
H 0.840 3.113 -5.363 0.01 0.25 -0.11 0.096
C 1.522 -2.316 -2.121 1.17 2.70 0.58 -0.182
C 1.349 -3.637 -2.777 -1.60 -2.33 0.54 -0.235
O 2.536 -4.394 -3.051 0.89 1.41 0.40 -0.057
O 0.386 -1.570 -1.536 1.21 -1.54 -0.19 -0.089
H 1.946 -1.665 -2.885 0.32 0.29 0.07 0.099
H 2.202 -2.323 -1.269 0.28 -0.43 -0.25 0.125
H 0.756 -3.533 -3.686 -0.20 0.00 0.02 0.123
H 0.823 -4.227 -2.026 -0.72 -0.24 -0.26 0.106
H 2.402 -5.124 -3.660 -0.55 0.24 0.02 0.084
H -0.312 -1.512 -2.192 -0.74 0.18 -0.37 0.032
C -1.834 -0.746 -5.835 0.13 -0.91 0.54 -0.193
C -1.020 -0.437 -4.564 -1.65 -0.15 -0.12 -0.198
O -1.497 -1.293 -3.492 1.57 0.38 -1.17 -0.083
O -3.222 -1.087 -5.518 1.18 1.02 -0.38 -0.063
H -1.458 -1.650 -6.312 0.26 -0.02 0.08 0.116
H -1.614 0.076 -6.516 -0.87 0.17 -0.22 0.120
H -1.187 0.593 -4.246 -0.02 0.19 -0.09 0.094
H 0.018 -0.518 -4.886 0.27 -0.56 0.75 0.121
H -2.431 -1.344 -3.708 -0.58 -0.24 0.34 0.075
H -3.792 -0.461 -5.970 -0.17 0.08 0.12 0.091

---

133
Properties=species:S:1:pos:R:3:forces:R:3:lowdin_charge:R:1 method="wB97M-V/def2-TZVPD" gap_ev=8.332 multiplicity=1 energy_ha=-5682.115383
Ba -29.146 26.932 2.184 0.79 0.01 -0.45 2.120
Zn -28.097 24.537 -1.036 -0.59 -2.14 -1.34 0.549
S -30.285 25.869 -0.951 -1.73 -0.06 -5.23 0.272
O -28.880 26.227 -1.259 0.71 4.28 -1.84 -0.368
O -29.967 24.516 -0.517 -2.17 -4.66 1.44 -0.359
O -30.699 26.574 0.210 -1.79 2.62 3.01 -0.522
O -31.241 25.936 -2.084 2.05 0.11 2.51 -0.272
S -26.057 25.175 0.323 -0.01 0.51 0.35 0.367
O -26.203 24.698 -1.056 2.50 -0.16 -1.79 -0.304
O -27.442 25.099 0.732 -2.02 0.48 3.40 -0.402
O -25.236 24.275 1.104 1.02 0.53 0.24 -0.284
O -25.627 26.559 0.352 1.23 0.05 0.26 -0.285
C -22.193 24.637 -1.132 1.52 -0.78 0.03 -0.228
C -23.289 25.228 -2.003 0.24 -0.63 0.05 -0.212
O -24.156 24.154 -2.398 1.01 0.60 -0.24 -0.099
O -22.504 24.386 0.243 0.03 0.73 -0.69 -0.059
H -21.226 25.140 -1.157 -0.29 1.04 0.24 0.112
H -21.835 23.694 -1.545 -0.66 -0.44 -0.50 0.111
H -22.992 25.726 -2.926 0.81 -0.11 0.03 0.113
H -23.779 26.023 -1.441 -0.50 -0.16 0.25 0.100
H -24.961 24.315 -1.900 -0.81 -0.32 0.17 -0.012
H -23.442 24.194 0.308 -0.21 -0.16 0.16 0.027
C -28.092 21.931 -2.187 -0.15 -1.93 0.42 -0.189
C -28.702 22.894 -3.194 1.13 0.20 0.61 -0.199
O -28.084 24.155 -3.094 -1.14 0.56 0.82 -0.084
O -27.991 22.411 -0.863 -0.92 2.50 -0.87 -0.092
H -27.105 21.538 -2.431 0.14 0.29 -0.68 0.131
H -28.755 21.065 -2.163 -0.13 -0.33 -0.16 0.116
H -29.765 23.054 -3.012 0.17 -0.43 0.11 0.115
H -28.397 22.599 -4.198 -0.88 -0.94 -0.15 0.133
H -27.332 24.080 -3.686 1.64 0.47 -0.62 0.033
H -27.834 21.720 -0.216 0.58 -1.26 0.09 0.036
C -24.599 22.463 3.684 0.91 -1.36 0.19 -0.249
C -25.242 21.445 2.742 0.69 0.60 0.00 -0.218
O -24.948 21.762 1.384 0.25 -1.87 0.50 -0.065
O -25.245 23.663 3.715 -1.72 1.96 0.65 -0.067
H -23.586 22.732 3.385 0.43 -0.88 -0.41 0.134
H -24.494 22.077 4.698 -0.37 -0.12 0.14 0.121
H -26.322 21.355 2.855 -0.23 0.36 0.45 0.088
H -24.867 20.472 3.061 0.34 -0.24 -0.71 0.112
H -25.045 22.706 1.235 -0.25 0.21 -0.07 0.000
H -25.112 24.037 2.841 -0.06 0.59 -0.40 0.043
C -30.398 30.315 1.046 1.71 -0.33 0.27 -0.202
C -29.747 29.695 -0.243 -1.92 1.09 0.91 -0.221
O -28.707 28.833 0.079 0.51 0.05 0.91 -0.163
O -30.884 29.273 1.883 -0.57 -0.39 0.23 -0.178
H -31.116 31.127 0.933 -0.34 -0.33 -0.65 0.123
H -29.646 30.752 1.703 0.52 0.19 -0.40 0.117
H -29.463 30.532 -0.880 0.17 -0.20 -0.26 0.133
H -30.529 29.080 -0.690 -0.18 0.21 -0.48 0.115
H -27.943 29.020 -0.471 0.64 -0.18 -0.22 0.070
H -31.736 28.996 1.538 -0.17 -0.30 -0.08 0.093
C -25.282 28.687 4.541 0.76 -0.43 -1.22 -0.223
C -25.497 28.869 2.978 -1.32 0.05 1.36 -0.148
O -26.438 27.920 2.415 0.01 0.20 1.33 -0.228
O -26.215 29.340 5.384 -0.44 -0.13 -0.44 -0.068
H -24.305 29.030 4.881 0.39 0.28 -0.76 0.112
H -25.225 27.614 4.728 -0.45 -0.33 -0.02 0.112
H -24.558 28.773 2.433 0.04 0.20 0.23 0.129
H -26.018 29.808 2.789 0.76 0.55 0.19 0.118
H -26.046 27.634 1.586 0.13 -0.62 -0.52 -0.001
H -25.756 29.391 6.226 -0.34 0.17 0.18 0.081
C -25.803 27.521 -3.224 -0.60 0.85 -0.15 -0.205
C -25.212 28.623 -2.319 -1.11 -0.55 0.65 -0.182
O -25.926 28.637 -1.063 -0.04 1.11 -0.93 -0.099
O -27.208 27.715 -3.541 1.60 0.02 0.15 -0.063
H -25.690 26.561 -2.721 0.08 -0.11 0.13 0.094
H -25.234 27.467 -4.152 -0.12 0.12 -0.19 0.114
H -25.306 29.648 -2.677 -0.02 -0.23 -0.47 0.120
H -24.158 28.399 -2.153 0.22 0.01 0.05 0.108
H -25.887 27.759 -0.678 0.17 -0.49 0.20 -0.003
H -27.642 27.519 -2.707 -0.68 -0.19 0.22 0.039
C -28.411 23.450 3.113 -1.91 -1.15 0.09 -0.216
C -30.043 23.373 2.870 1.93 2.13 -0.05 -0.112
O -30.519 24.577 2.200 0.42 -0.40 1.24 -0.247
O -27.900 24.708 3.472 -1.34 0.99 -0.21 -0.190
H -27.928 23.049 2.222 0.07 0.22 -0.20 0.092
H -28.158 22.808 3.957 -0.31 -0.60 -0.10 0.118
H -30.595 23.425 3.808 0.27 -0.62 0.09 0.112
H -30.259 22.493 2.264 -0.03 -0.05 0.24 0.110
H -30.676 24.455 1.260 0.25 -0.38 -0.87 0.028
H -26.974 24.569 3.685 0.61 -0.19 0.18 0.057
C -29.675 19.750 0.553 -1.41 -0.29 -0.32 -0.060
C -28.405 19.748 1.334 -0.42 0.24 -1.21 -0.417
C -28.079 18.425 1.983 -0.17 -0.70 0.30 -0.223
O -26.906 18.596 2.707 1.18 -0.46 1.68 -0.204
C -26.516 17.487 3.566 -0.69 1.04 -0.45 -0.053
N -27.382 20.089 0.348 0.65 -0.29 1.17 0.072
H -29.971 20.739 0.201 0.13 0.24 0.33 0.076
H -30.518 19.322 1.096 -0.10 -0.02 0.01 0.085
H -29.553 19.203 -0.382 0.04 -0.43 0.06 0.086
H -28.396 20.602 2.011 -0.13 -0.39 0.71 0.131
H -27.858 17.603 1.302 -0.34 0.11 -1.06 0.133
H -28.917 18.019 2.550 -0.19 0.30 0.70 0.127
H -26.236 16.586 3.021 0.04 0.07 -0.32 0.086
H -27.355 17.245 4.219 -0.05 -0.07 0.13 0.084
H -25.681 17.829 4.177 -0.05 0.02 -0.19 0.087
H -27.243 19.224 -0.154 0.18 -0.03 -0.71 0.103
H -26.588 20.122 0.971 1.13 0.53 -0.58 0.060
C -24.323 24.856 -6.253 -0.26 1.29 -0.37 -0.045
C -25.755 24.718 -5.841 -1.01 1.58 -1.60 -0.430
C -26.688 24.320 -7.062 -0.62 0.44 0.23 -0.141
O -26.725 25.321 -8.109 0.14 -0.62 0.51 -0.196
C -27.801 25.295 -9.083 0.91 0.07 0.83 -0.078
N -25.865 23.886 -4.695 -0.69 -2.43 -0.11 0.061
H -24.302 25.758 -6.864 0.46 -0.11 -0.37 0.086
H -23.932 24.010 -6.818 0.20 -0.06 0.33 0.092
H -23.826 25.116 -5.319 0.77 -0.37 -0.25 0.073
H -26.062 25.679 -5.431 -0.30 0.47 -0.72 0.125
H -27.713 24.130 -6.741 -0.24 0.28 0.50 0.093
H -26.398 23.351 -7.469 0.60 -0.17 -0.22 0.118
H -27.931 24.361 -9.630 0.45 -0.32 0.09 0.080
H -27.481 26.072 -9.778 -0.41 -0.04 -0.04 0.088
H -28.772 25.515 -8.638 0.00 0.28 0.22 0.068
H -25.640 22.971 -5.058 -0.43 -1.01 0.08 0.103
H -25.032 23.992 -4.134 0.14 0.70 0.83 0.054
C -31.913 24.667 -6.992 -0.32 -0.62 0.29 -0.062
C -30.780 24.644 -5.928 -1.71 1.83 -1.83 -0.428
C -30.357 26.082 -5.587 1.03 -1.11 0.00 -0.221
O -31.260 26.690 -4.722 0.25 -0.30 0.07 -0.155
C -30.858 27.984 -4.408 -0.61 1.37 0.04 -0.128
N -31.258 23.925 -4.799 0.39 -1.46 0.61 0.077
H -31.577 25.138 -7.916 -0.08 -0.13 -0.04 0.069
H -32.903 25.037 -6.724 0.37 0.90 0.57 0.079
H -32.211 23.631 -7.153 0.47 -0.38 -0.63 0.062
H -29.996 24.142 -6.495 0.71 0.06 0.21 0.110
H -30.156 26.625 -6.511 -0.61 0.39 -0.51 0.116
H -29.344 26.047 -5.186 0.22 -0.03 0.83 0.113
H -29.829 28.178 -4.107 0.51 -0.74 -0.43 0.079
H -31.396 28.422 -3.568 -0.60 -0.65 0.10 0.080
H -31.125 28.604 -5.264 0.37 0.49 -0.24 0.086
H -30.461 23.508 -4.340 0.06 0.81 0.37 0.016
H -31.617 23.057 -5.168 -0.89 -0.20 -0.24 0.074